(1)
The following is a DFT calculation (wB97M-V/def2-TZVPD) of the ion C5H11NO with charge -1.

ΔE to the lowest compared entry with this formula, charge and spin in kcal/mol: 53.99
Kohn-Sham gap (alpha / beta) in eV: 2.423 / 6.661
Charge: -1
Total energy in Ha: -326.98889
Spin multiplicity: 2

Positions of all 18 atoms, in Å:
O: 1.959 1.565 -2.142
N: 1.293 -0.261 -0.764
C: -0.965 -0.060 0.359
C: -0.684 0.237 1.816
C: -1.594 -0.252 2.734
C: 1.043 0.492 -1.973
C: 0.040 -0.970 -0.315
H: 1.630 0.347 -0.027
H: -0.197 -1.563 -1.202
H: -1.357 -0.298 3.793
H: 0.024 0.862 -2.126
H: -0.160 1.149 2.096
H: -2.446 -0.894 2.516
H: 1.186 -0.202 -2.812
H: 0.389 -1.648 0.472
H: -1.954 -0.540 0.263
H: -0.973 0.879 -0.224
H: 2.765 1.157 -2.462


(2)
The following is a DFT calculation (wB97M-V/def2-TZVPD) of a cluster of 3 separate species, C24H45BrO9 in total.

Kohn-Sham gap in eV: 9.948
Charge: 0
Total energy in Ha: -4192.64305
Spin multiplicity: 1

Positions of all 79 atoms, in Å:
Br: -6.465 0.634 -0.806
O: 3.202 1.688 4.602
O: 3.000 -0.117 3.324
O: -2.394 3.800 -2.229
O: -1.276 -1.452 3.455
O: 4.598 -3.277 1.993
O: -1.548 0.876 -1.569
O: 2.343 1.874 2.521
O: 5.370 -5.133 1.044
O: 6.500 -4.210 2.762
C: -0.270 1.445 -4.370
C: -0.793 2.717 -3.700
C: -3.924 1.570 -1.623
C: -4.801 0.334 -1.779
C: 4.051 -4.924 0.519
C: 5.585 -4.206 2.009
C: -4.143 -0.969 -1.332
C: 0.130 1.027 0.142
C: 2.407 -3.012 0.993
C: -2.398 -0.704 3.871
C: 3.531 -1.939 4.840
C: 3.469 0.555 5.445
C: -1.100 1.683 -0.487
C: 3.831 -3.450 0.782
C: -2.208 2.695 -3.104
C: -2.588 1.413 -2.364
C: -2.505 5.049 -2.871
C: -1.391 -1.955 2.140
C: -1.284 -0.885 1.060
C: -0.176 0.129 1.330
C: 1.092 1.778 -5.022
C: 2.802 1.220 3.399
C: 3.825 -0.519 4.438
C: -1.247 0.887 -5.416
H: 0.953 2.005 -6.081
H: -3.679 -1.471 -2.179
H: -2.271 0.356 3.642
H: -0.429 0.711 2.216
H: -2.750 0.669 -3.145
H: -1.884 1.796 0.267
H: 4.237 -2.267 5.603
H: -1.588 5.631 -2.769
H: 2.382 -1.997 1.390
H: 1.899 -3.660 1.710
H: -0.084 0.696 -3.603
H: -0.781 3.496 -4.470
H: 0.791 1.826 0.472
H: 2.517 -2.032 5.232
H: -3.789 1.818 -0.573
H: -2.928 2.802 -3.927
H: -0.114 3.055 -2.917
H: -4.459 2.410 -2.065
H: -2.727 4.944 -3.936
H: 3.625 -2.601 3.980
H: -2.355 -2.470 2.042
H: 4.867 -0.417 4.124
H: -0.618 -2.713 2.016
H: 3.352 -5.547 1.081
H: 1.856 -3.029 0.053
H: 4.268 0.792 6.141
H: -1.910 1.655 -5.811
H: -4.851 -1.644 -0.861
H: -3.319 5.608 -2.412
H: 0.613 0.458 -0.655
H: 4.310 -2.848 0.005
H: -3.354 -0.758 -0.612
H: -5.079 0.260 -2.829
H: 0.728 -0.425 1.597
H: -2.244 -0.367 0.990
H: 2.557 0.312 5.995
H: 1.541 2.664 -4.577
H: -2.502 -0.834 4.946
H: -1.855 0.085 -4.998
H: -3.316 -1.062 3.397
H: 1.785 0.944 -4.957
H: -0.831 2.673 -0.849
H: -1.121 -1.378 0.099
H: -0.690 0.432 -6.234
H: 4.022 -5.196 -0.533


(3)
The following is a DFT calculation (wB97M-V/def2-TZVPD) of a cluster of 2 separate species, C11H14N2O in total.

ΔE to the lowest compared entry with this formula, charge and spin in kcal/mol: 98.32
Kohn-Sham gap in eV: 8.675
Charge: 0
Total energy in Ha: -612.19406
Spin multiplicity: 1

Positions of all 28 atoms, in Å:
O: -1.558 -0.849 -3.024
N: 0.410 -3.925 1.411
N: 1.901 -2.305 1.489
C: 1.389 -2.510 2.876
C: -0.112 0.555 -1.712
C: 0.589 -3.616 2.930
C: 1.307 -3.126 0.774
C: -1.326 0.442 -2.490
C: -0.567 4.296 -1.016
C: 1.568 -1.430 3.830
C: -0.583 2.901 -1.562
C: -2.042 1.548 -2.969
C: 0.022 1.721 -1.041
C: -1.561 2.760 -2.635
H: 1.415 -1.791 4.830
H: -2.997 1.500 -3.530
H: -0.271 5.139 -1.786
H: 0.576 -0.284 -1.638
H: 0.726 1.784 -0.231
H: 2.537 -0.970 4.007
H: 0.368 4.260 -0.249
H: -0.799 -1.410 -2.898
H: 1.281 -3.341 -0.297
H: -1.862 3.688 -3.164
H: 0.055 -4.093 3.706
H: 0.157 -4.931 1.363
H: -1.460 4.510 -0.566
H: 0.837 -0.523 3.595


(4)
The following is a DFT calculation (wB97M-V/def2-TZVPD) of a cluster of 17 separate species, C82H185N7O10 in total.

Kohn-Sham gap in eV: 7.815
Charge: 0
Total energy in Ha: -4370.44956
Spin multiplicity: 1

Positions of all 284 atoms, in Å:
O: -9.605 -2.305 -3.081
O: -6.371 0.092 -2.399
O: -9.732 -9.510 8.636
O: -10.582 -1.474 4.089
O: -12.572 -4.819 -0.497
O: -7.866 -10.540 -3.753
O: -5.456 -2.025 2.724
O: -6.652 -2.721 -6.860
O: -10.059 -8.267 -3.995
O: -3.511 -6.628 5.745
N: -5.542 -12.726 6.028
N: -2.239 -5.235 -4.458
N: -10.772 0.664 -0.117
N: -1.232 -7.060 1.581
N: -6.103 -4.031 8.524
N: -6.452 -5.730 1.123
N: -9.896 -12.161 1.174
C: -6.336 -3.395 9.816
C: -9.402 -0.965 4.677
C: -5.749 -9.731 -4.408
C: -4.330 -12.333 6.720
C: -1.718 -5.756 -5.706
C: -1.910 -8.406 1.455
C: -11.661 -5.758 -0.050
C: -5.507 -7.513 2.505
C: -4.039 0.305 -2.441
C: -5.812 -4.905 -6.700
C: -8.495 -8.858 9.115
C: -6.973 -5.828 7.011
C: -4.084 -0.362 2.102
C: -1.963 -3.804 -4.162
C: -12.539 -3.738 0.390
C: -4.938 -13.546 3.699
C: -11.341 -2.248 5.061
C: -6.069 -13.935 6.491
C: -9.410 -9.924 2.082
C: -9.121 -1.809 5.902
C: -10.968 -9.374 -3.839
C: -7.451 -14.277 6.118
C: -5.217 -0.704 -2.296
C: -11.321 0.291 -1.411
C: -9.321 0.551 -0.032
C: -10.691 -14.048 2.667
C: -7.295 -4.729 8.068
C: -1.121 -4.847 0.728
C: -10.685 -13.427 1.280
C: -2.681 -3.168 -2.878
C: -8.967 -0.860 0.303
C: -1.781 -6.105 -3.400
C: -11.119 1.327 -2.496
C: -7.258 -9.809 -2.676
C: -10.883 -8.753 -6.119
C: -10.156 -2.402 -4.368
C: 1.136 -7.876 1.091
C: -10.236 -2.871 5.877
C: -5.624 -12.487 4.609
C: -9.381 -10.571 7.786
C: -2.398 -5.785 5.325
C: -0.297 -5.330 -6.200
C: -7.045 -1.990 9.719
C: -7.566 -4.831 0.961
C: -2.782 -7.231 -3.187
C: -4.367 -2.770 2.143
C: -11.746 -5.771 1.384
C: -9.921 -11.712 -0.231
C: -2.254 -9.020 2.753
C: -11.800 -9.383 -5.119
C: -12.123 -4.375 1.719
C: -9.395 -12.591 -1.397
C: -1.674 -7.517 6.910
C: -3.139 -7.067 7.061
C: -5.036 -0.721 3.202
C: -5.126 -5.172 -0.942
C: -5.335 -3.212 7.569
C: -10.438 -11.059 1.951
C: -3.862 -10.816 6.557
C: -3.973 -2.740 7.915
C: -1.150 -6.555 5.837
C: -8.739 -3.400 -2.796
C: -6.012 -6.205 -0.209
C: -7.894 -10.645 7.663
C: -7.524 -9.245 7.975
C: -10.545 -3.903 -4.317
C: -6.367 -8.832 -3.441
C: -1.383 -6.324 0.333
C: -5.928 -2.551 -5.636
C: -9.777 -8.062 -5.377
C: -6.776 -6.881 1.960
C: -5.547 -4.020 -5.433
C: -6.188 1.000 -3.448
C: -3.362 -1.648 1.697
C: -11.475 0.790 2.299
C: -11.605 0.050 0.921
C: -7.958 -4.217 2.340
C: -6.792 -10.836 -4.654
C: -6.950 -4.024 -7.244
C: -4.697 1.396 -3.323
C: -9.321 -4.521 -3.618
C: 0.212 -7.231 2.060
H: -7.209 -1.609 10.727
H: -12.064 -10.402 -5.399
H: -11.824 2.143 -2.335
H: -2.731 -9.996 2.661
H: -8.133 -13.467 6.378
H: -0.851 -7.129 4.960
H: -7.486 -10.998 6.716
H: -5.606 -8.497 -2.736
H: -6.597 -2.152 -4.872
H: -12.548 -6.351 1.840
H: -2.840 -8.314 0.893
H: -11.279 -3.820 2.129
H: -11.228 -13.342 3.299
H: -11.397 -0.995 1.151
H: -9.450 -10.729 -0.255
H: -1.696 -4.569 1.611
H: -12.396 0.112 -1.364
H: -5.954 -2.362 7.283
H: -3.915 -13.644 4.063
H: -2.545 -3.339 -4.958
H: -11.799 -3.004 0.071
H: -9.971 -13.505 -1.550
H: -5.239 -6.947 -0.009
H: -8.069 -2.066 9.354
H: -8.615 -0.979 3.922
H: -10.654 -5.528 -0.398
H: -7.896 -0.890 0.101
H: -2.139 -3.415 -1.965
H: -10.596 -11.381 2.980
H: -3.783 -7.870 7.418
H: -8.431 -5.323 0.517
H: -6.473 0.473 -4.358
H: -5.275 -11.471 4.422
H: 0.737 -8.861 0.849
H: -1.476 -9.057 0.695
H: -4.964 -13.323 2.632
H: -8.101 -2.192 5.884
H: -5.840 0.013 3.253
H: -9.446 -12.148 -2.391
H: -6.745 -6.744 -0.810
H: -0.903 -3.599 -4.313
H: -6.371 -6.626 7.446
H: -4.239 1.619 -4.287
H: -0.089 -5.722 -7.196
H: 0.394 -5.759 -5.475
H: -2.308 -6.431 -0.233
H: -5.743 -4.447 -1.474
H: -1.669 -5.488 -2.509
H: -7.386 -6.617 2.824
H: -9.125 -9.417 1.160
H: -5.061 -1.894 -5.702
H: -7.330 -4.019 0.273
H: -6.261 -5.898 -6.674
H: -1.398 -4.032 0.059
H: -4.362 -12.586 7.779
H: -11.381 -4.026 -3.629
H: -3.243 -10.672 5.671
H: -7.047 -3.947 2.875
H: -6.319 -5.439 6.231
H: -3.223 -6.254 7.782
H: -8.469 -3.268 2.177
H: 0.645 -6.253 2.272
H: -7.041 -4.219 -8.312
H: -10.133 1.729 -2.726
H: -6.285 -11.777 -4.442
H: -2.942 -8.247 3.096
H: -2.361 -8.109 -3.676
H: -11.444 0.785 -3.384
H: -2.436 -5.822 4.236
H: -7.643 -14.362 5.048
H: -9.227 -1.190 1.308
H: -3.281 0.300 2.426
H: -9.840 -9.147 2.714
H: -9.466 -1.674 -0.222
H: -5.165 -1.501 -3.039
H: -9.640 -14.173 2.930
H: -8.013 -9.290 -2.085
H: -1.774 -6.838 -5.824
H: -12.670 0.024 0.691
H: -1.466 -9.330 3.440
H: -11.541 -9.109 -2.951
H: -3.874 0.640 -1.417
H: -11.834 1.817 2.232
H: 0.167 -7.800 2.989
H: -6.185 -4.487 -4.682
H: -3.617 -13.056 6.323
H: -12.087 0.440 3.131
H: -5.476 -14.756 6.089
H: -7.124 -10.895 -5.691
H: -8.960 0.807 -1.028
H: -0.641 -6.657 -0.392
H: -4.601 2.320 -2.752
H: -0.135 -4.253 -6.244
H: -9.639 -10.290 6.765
H: -10.781 -6.141 1.731
H: -12.012 -2.863 4.461
H: -8.208 -9.332 10.053
H: -2.327 -1.807 2.000
H: -2.398 -4.777 5.740
H: -4.693 -0.734 4.237
H: -8.671 -3.428 -1.708
H: -6.693 -12.342 4.453
H: -8.709 -7.854 9.483
H: -6.797 1.904 -3.449
H: -5.152 -3.810 6.677
H: -9.550 0.060 5.014
H: -7.693 -3.316 -3.089
H: -5.544 -9.273 -5.376
H: -4.732 -3.523 1.444
H: -10.479 -3.294 6.851
H: -1.714 -8.503 6.447
H: -13.443 -3.129 0.388
H: -6.897 -8.051 -3.986
H: -6.547 -1.193 9.166
H: -7.826 -8.571 7.173
H: -4.524 0.080 1.209
H: -5.272 -1.185 -1.320
H: -11.405 -10.766 1.543
H: -8.338 -12.854 -1.439
H: -10.589 -4.218 -5.359
H: -4.631 -5.589 -1.819
H: -4.778 -10.226 6.523
H: -0.075 -4.740 1.015
H: -10.509 -10.363 -3.827
H: -11.940 -6.637 -0.631
H: -5.398 -3.286 10.360
H: -8.442 -4.813 -4.193
H: -7.861 -5.310 8.796
H: -9.634 -5.364 -3.001
H: -8.019 -4.045 7.625
H: -7.464 -7.527 1.414
H: -7.826 -6.247 6.477
H: -10.925 -11.493 -0.593
H: -5.896 -8.479 2.827
H: -4.019 -2.098 8.795
H: -4.733 -7.740 1.773
H: -9.807 -7.042 -5.759
H: -7.942 -4.322 -6.903
H: -9.131 -1.216 6.816
H: -2.917 -7.499 -2.139
H: -1.085 -7.448 7.824
H: -3.098 -0.070 -2.842
H: -2.460 -5.435 -6.438
H: -9.401 -2.042 -5.067
H: -6.466 -9.107 8.194
H: -6.925 -4.069 10.437
H: -10.460 -9.548 -6.733
H: -8.606 -4.982 2.767
H: 2.095 -7.926 1.608
H: -5.427 -14.497 3.908
H: -4.772 -10.099 -4.097
H: -3.301 -1.680 0.609
H: -7.425 -11.145 8.511
H: -3.783 -3.311 2.888
H: -9.792 -3.759 5.426
H: -10.981 -1.690 -4.402
H: -6.081 -14.039 7.576
H: -10.857 -0.650 -1.705
H: -5.055 -7.023 3.368
H: -12.094 -1.609 5.520
H: -0.382 -5.875 6.206
H: -3.582 -2.096 7.128
H: -8.794 -8.444 -5.652
H: -8.886 1.232 0.699
H: -2.520 -2.094 -2.969
H: -4.949 -4.891 -7.364
H: -11.719 -13.178 1.040
H: -12.984 -4.364 2.387
H: -9.783 -11.560 8.009
H: -3.256 -10.546 7.421
H: -3.253 -3.545 8.061
H: -3.734 -3.437 -2.789
H: -10.463 1.021 2.632
H: -4.288 -4.851 -0.322
H: -6.774 -10.500 -1.986
H: -0.769 -6.439 -3.627
H: -4.513 -4.107 -5.097
H: -10.377 -14.210 0.588
H: 1.272 -7.355 0.144
H: -3.744 -6.985 -3.638
H: -11.334 -8.119 -6.883
H: -12.737 -8.832 -5.038
H: -8.552 -10.288 2.647
H: -7.728 -15.254 6.513
H: -11.091 -15.062 2.697


| no. | strongest force on any atom (Eh/bohr) |
| --- | --- |
| 1 | 0.04678 |
| 2 | 0.01203 |
| 3 | 0.12243 |
| 4 | 0.06590 |